1.
Here is a molecular structure, C6H12O in a non-equilibrium geometry from the Open Molecules 2025 dataset. Energies are from ωB97M-V with the def2-TZVPD basis set.

Each line ends with the Mulliken charge.
Geometry (Å):
C1 2.6338 0.0373 0.1958  -1.120
C2 1.3658 -0.3588 0.9672  -0.388
C3 0.0831 0.3748 0.6441  -0.875
C4 -1.1330 -0.3180 0.3939  0.652
C5 -1.7321 0.1492 -0.9720  -0.525
O1 -2.9854 0.5230 -0.5203  -0.361
C6 -2.5343 0.2803 0.8148  -0.449
H1 2.5488 -0.1989 -0.8715  0.305
H2 2.8338 1.1104 0.2902  0.262
H3 3.5050 -0.5002 0.5922  0.357
H4 1.5694 -0.2034 2.0423  0.324
H5 1.2073 -1.4387 0.8462  0.280
H6 0.5852 -0.4433 -1.6693  -0.369
H7 0.0992 1.4644 0.6562  0.335
H8 -1.0648 -1.3974 0.5448  0.252
H9 0.0464 -0.7666 -2.0776  0.375
H10 -1.1936 0.9011 -1.5768  0.391
H11 -2.4230 1.2339 1.3307  0.269
H12 -3.1774 -0.4078 1.3755  0.283

Values from the calculation:
LUMO (alpha / beta) (hartree): 0.0252 / 0.0145
Orbital gap (alpha / beta) (eV): 8.1793 / 7.9356
Energy relative to the best compared isomer or geometry (same formula, charge and spin) (eV): 5.827
Charge: 0
DFT total energy (eV): -8458.5272
HOMO level (alpha / beta) (eV): -7.49 / -7.54
Molecular weight (g mol⁻¹): 100.2

=====

2.
Here is 3 unconnected molecules or ions with the total composition C5H13NO2 in a non-equilibrium geometry from the Open Molecules 2025 dataset. Energies are from ωB97M-V with the def2-TZVPD basis set.

Each line ends with the Mulliken spin population.
Geometry (Å):
C1 -2.8987 0.6191 0.3824  -0.028
N1 -2.0630 -0.1676 -0.4614  0.754
C2 1.8132 0.2700 -1.4405  0.012
C3 0.4681 -0.1057 -0.8593  0.029
C4 -0.8827 0.5191 -0.7481  -0.090
C5 0.1821 0.7737 0.4177  0.220
O1 0.7422 0.2432 1.5598  0.017
H1 -2.8045 0.2832 1.4279  0.038
H2 -2.7856 1.7157 0.4024  0.010
H3 -3.9708 0.5099 0.1697  0.023
H4 -1.4293 -3.9058 0.3967  0.000
H5 2.5968 -0.3071 -0.9603  -0.002
H6 1.8816 -0.0381 -2.5076  0.000
H7 2.0054 1.3420 -1.4056  -0.001
H8 -1.7143 -3.5717 0.9812  0.000
H9 0.3325 -1.1843 -0.7717  -0.001
H10 -0.8967 1.3878 -1.4082  0.014
H11 0.3890 1.8269 0.2730  -0.005
H12 1.7781 0.2056 1.5386  0.005
H13 4.0073 -0.3969 1.7332  0.000
O2 3.2492 -0.0189 1.2800  0.005

Values from the calculation:
LUMO (alpha / beta) (hartree): 0.1382 / 0.1107
Orbital gap (alpha / beta) (eV): 7.3953 / 6.6783
Energy relative to the best compared isomer or geometry (same formula, charge and spin) (eV): 5.080
Charge: -1
Spin multiplicity: 2
DFT total energy (eV): -10975.8544
HOMO level (alpha / beta) (eV): -3.64 / -3.67
Molecular weight (g mol⁻¹): 119.2